No. 1
A single C3H6O3 molecule at a distorted geometry. Source: the OMol25 dataset; level of theory: wB97M-V/def2-TZVPD.

The geometry in XYZ format:
```
12
Properties=species:S:1:pos:R:3:forces:R:3:nbo_charge:R:1
C -1.3478 -1.6394 0.0929 -0.18 -0.25 -0.06 -0.266
O -0.4559 -0.6590 0.6211 0.03 0.09 0.00 -0.490
C -0.0249 0.2389 -0.2647 -0.20 0.05 -0.20 0.760
O -0.3239 0.2531 -1.4357 0.06 -0.15 0.45 -0.590
C 0.9015 1.2570 0.3531 -1.08 0.78 -0.04 -0.164
O 2.2507 0.9138 0.1037 -0.22 0.94 -0.63 -0.680
H -2.2472 -1.1560 -0.2976 0.12 -0.10 0.04 0.194
H -0.8626 -2.1980 -0.7102 -0.08 0.04 0.09 0.198
H -1.5911 -2.2914 0.9306 0.00 0.04 -0.14 0.197
H 0.7320 2.1777 -0.2499 -0.62 -0.31 0.76 0.170
H 0.7204 1.4723 1.4030 -0.14 -0.30 0.11 0.193
H 2.2488 1.6310 -0.5463 2.33 -0.84 -0.39 0.479
```
Forces are in eV/Å.

Summary:
SMILES = COC(=O)CO
HOMO energy = -0.3805 Ha
Multiplicity = 1
Net charge = 0

---

No. 2
A molecular structure, C54H65KN6O5S2Sb2 at a distorted geometry. Source: the OMol25 dataset; level of theory: wB97M-V/def2-TZVPD.

The geometry in XYZ format:
```
135
Properties=species:S:1:pos:R:3:forces:R:3:mulliken_charge:R:1
K -2.1165 -1.0296 0.4619 -0.34 -0.27 -1.88 2.024
C -2.8436 -1.0468 -5.8818 0.06 0.00 -0.01 -0.763
C -1.5478 -1.4525 -6.1880 -0.08 0.04 0.03 -0.682
C -0.4915 -0.8766 -5.5042 0.01 -0.02 0.10 -0.225
C -0.7234 0.0719 -4.5001 0.13 0.08 0.04 -0.322
C -2.0082 0.5281 -4.1941 -0.16 -0.01 0.01 -0.123
C -3.0477 -0.0629 -4.9268 0.01 -0.02 -0.01 -0.335
C 0.4993 0.5405 -3.7715 0.08 0.04 -0.20 0.432
C 1.3919 1.4568 -4.4084 -0.14 -0.04 0.03 -0.625
C 2.5785 1.7588 -3.8214 0.05 0.01 0.04 -1.242
C 2.9178 1.1514 -2.5864 0.03 0.04 -0.02 1.218
C 4.1689 1.3259 -1.9448 -0.02 -0.01 -0.05 -0.467
C 4.4472 0.6661 -0.7813 -0.07 -0.04 0.02 -0.958
C 3.4715 -0.1743 -0.1893 0.21 0.04 0.02 -0.637
C 2.2460 -0.3306 -0.7703 -0.08 0.04 -0.09 0.275
C 1.9530 0.3062 -2.0035 0.00 -0.04 0.07 -1.293
N 0.7649 0.0209 -2.6036 -0.01 -0.27 0.02 0.624
H -3.6904 -1.4937 -6.3918 0.02 0.00 0.00 0.360
H -1.3656 -2.2157 -6.9360 -0.01 0.02 0.00 0.358
H 0.5276 -1.1891 -5.7194 -0.03 0.01 0.02 0.396
H -4.0702 0.2662 -4.7412 0.04 -0.04 0.01 0.274
H 1.0970 1.8991 -5.3505 0.01 -0.02 -0.03 0.524
H 3.2764 2.4460 -4.2883 0.01 0.00 0.00 0.401
H 4.9094 1.9712 -2.4067 -0.01 0.01 0.00 0.385
H 5.4158 0.7788 -0.3096 0.00 0.01 0.02 0.437
H 3.6994 -0.6966 0.7357 -0.01 -0.05 -0.11 0.803
H 1.4803 -0.9500 -0.3192 0.03 0.06 -0.01 0.785
O 1.7299 -0.2100 6.8166 -0.02 0.04 -0.01 -0.536
C 1.3335 -1.1191 5.8722 0.00 -0.03 -0.05 0.532
O 1.0625 -2.2345 6.1999 0.02 -0.03 0.02 -0.552
C 1.3651 -0.5892 4.4881 -0.05 0.07 0.04 0.015
C 2.4538 -0.0416 3.8501 0.00 0.03 -0.09 -0.840
N 2.0444 0.2679 2.6033 -0.07 -0.03 0.12 0.598
N 0.7585 -0.0401 2.3885 0.12 -0.04 0.00 0.067
C 0.3284 -0.5598 3.5252 -0.04 0.03 -0.02 0.671
C -1.1487 -0.8490 3.7130 0.00 0.05 0.10 -0.575
O -1.5907 -0.6642 4.8540 0.07 -0.12 -0.11 -0.760
O -1.7560 -1.1620 2.6541 0.20 -0.18 1.76 -0.763
H 1.7318 0.6561 6.3909 0.01 0.02 0.02 0.407
H 3.4733 0.1043 4.1714 -0.03 0.00 -0.01 0.502
H 2.5755 0.6749 1.8521 -0.07 0.04 0.06 -0.063
C -0.0991 -3.4417 -2.2684 0.15 0.04 -0.10 -0.662
C -1.0684 -4.4180 -1.6748 -0.11 -0.02 -0.15 0.293
C -0.7601 -5.8031 -1.6712 -0.03 0.03 -0.19 -0.160
C -1.6504 -6.6677 -1.1185 -0.06 -0.05 -0.02 -1.168
C -2.8764 -6.1902 -0.5976 -0.03 -0.04 -0.05 1.385
C -3.8308 -7.0723 -0.0449 0.07 0.01 -0.04 -0.774
C -5.0117 -6.5492 0.4102 -0.07 0.07 0.03 -0.587
C -5.2828 -5.1784 0.3273 -0.01 -0.03 -0.02 -0.560
C -4.3916 -4.2446 -0.2057 0.19 0.03 0.15 0.231
S -4.8099 -2.5716 -0.2776 0.09 -0.15 -0.08 -0.529
C -3.1216 -4.7911 -0.6624 -0.02 0.11 -0.02 -0.334
N -2.1788 -3.9421 -1.1705 -0.11 -0.07 0.02 0.002
H 0.2486 -3.7810 -3.2483 0.00 -0.01 0.02 0.526
H 0.7855 -3.3123 -1.6367 -0.12 0.08 -0.12 -0.345
H -0.5699 -2.4741 -2.3924 -0.04 0.18 -0.01 -0.004
H 0.1729 -6.1491 -2.1034 -0.01 0.01 0.00 0.378
H -1.4474 -7.7342 -1.0846 -0.01 0.02 0.02 0.356
H -3.6151 -8.1334 0.0052 0.01 0.00 0.00 0.321
H -5.7586 -7.2056 0.8451 -0.01 0.01 0.00 0.320
H -6.2286 -4.7981 0.6924 0.01 -0.01 0.00 0.400
C -3.9231 0.9999 -1.7112 0.10 0.04 -0.11 -0.964
Sb -2.7906 2.3383 -2.9874 -0.07 0.09 0.09 0.732
C -1.0401 2.4568 -1.7581 -0.06 0.03 -0.01 0.259
C -3.9387 4.3311 -1.4054 0.23 -0.14 0.01 -2.255
C -2.9044 5.0547 -0.7313 -0.03 -0.06 -0.02 1.508
C -2.1223 6.0031 -1.4449 0.02 0.00 0.00 -0.863
C -1.0752 6.7014 -0.8739 -0.02 -0.01 0.02 -0.873
C -0.7440 6.5069 0.4664 -0.06 -0.02 -0.05 -0.539
C -1.4902 5.5790 1.1888 -0.05 0.02 0.04 -0.394
C -2.5320 4.8452 0.6352 0.02 -0.02 0.05 1.297
C -3.2596 3.8584 1.5016 0.05 0.06 0.03 -2.010
Sb -2.2792 1.9590 1.9880 -0.26 0.50 -0.01 -0.269
C -3.9938 1.3486 3.1427 0.03 -0.06 0.01 -1.378
C -1.2677 2.7677 3.7050 0.14 -0.09 0.00 -1.210
H -4.9908 1.1986 -1.8019 0.04 0.03 0.00 0.403
H -3.6253 1.2284 -0.6865 -0.03 0.00 0.01 -0.116
H -3.7392 -0.0525 -1.9366 0.01 0.06 -0.01 0.438
H -0.2119 2.9329 -2.2902 -0.04 -0.02 0.00 0.451
H -0.7277 1.4655 -1.4340 -0.09 0.09 0.05 -0.176
H -1.2839 3.0636 -0.8929 0.02 0.05 0.01 -0.797
H -4.6867 3.8214 -0.8066 0.01 -0.01 0.00 0.292
H -4.3606 4.8402 -2.2684 0.02 -0.04 -0.07 0.453
H -2.3738 6.1762 -2.4876 0.01 0.00 0.01 0.305
H -0.5203 7.4163 -1.4750 0.00 0.00 -0.01 0.366
H 0.0596 7.0639 0.9367 -0.02 0.01 0.00 0.532
H -1.2472 5.4015 2.2353 -0.01 0.01 -0.05 0.219
H -4.2235 3.5780 1.0781 0.00 0.03 0.01 0.451
H -3.4520 4.2845 2.4915 -0.01 0.02 -0.02 0.670
H -4.4325 2.2180 3.6376 0.00 -0.01 0.01 0.448
H -3.6699 0.6119 3.8799 -0.01 0.03 -0.03 0.347
H -4.7384 0.8880 2.4910 0.01 0.01 0.01 0.402
H -1.9537 3.4383 4.2258 0.02 -0.01 0.00 0.577
H -0.3777 3.3135 3.3871 -0.04 -0.03 0.01 0.099
H -0.9863 1.9467 4.3674 -0.02 0.03 -0.01 0.306
C 4.7391 -5.5987 -0.0842 0.02 -0.01 0.00 -1.377
C 3.4931 -5.2280 0.7143 0.00 -0.02 -0.04 -0.196
C 2.5703 -4.3152 -0.0797 -0.02 -0.07 -0.06 -0.752
S 1.4516 -3.3367 0.9717 -0.20 0.00 0.39 0.860
O 2.2212 -3.0005 2.2091 0.12 -0.06 -0.17 -0.780
C 0.2864 -4.6641 1.3590 -0.03 0.02 0.07 -0.043
C -0.6204 -4.2874 2.5229 -0.02 -0.04 -0.04 0.374
C -1.6528 -5.3823 2.7742 -0.02 0.02 0.02 -1.431
H 5.4075 -6.2342 0.5004 -0.01 0.00 -0.01 0.408
H 5.2956 -4.7025 -0.3707 -0.02 -0.02 0.01 0.311
H 4.4839 -6.1359 -1.0014 -0.01 0.02 0.01 0.295
H 3.7687 -4.7167 1.6386 0.02 0.04 0.00 0.305
H 2.9608 -6.1364 1.0047 -0.01 0.02 0.01 0.230
H 1.9395 -4.8610 -0.7875 0.11 0.01 0.04 0.296
H 3.1463 -3.5752 -0.6439 0.01 0.00 0.03 0.446
H 0.8451 -5.5817 1.5616 0.02 0.01 0.05 0.551
H -0.3001 -4.8031 0.4448 0.16 0.01 0.26 -0.631
H -1.1394 -3.3510 2.3097 0.04 0.04 0.00 -0.406
H -0.0168 -4.1060 3.4147 0.01 0.00 0.00 0.529
H -2.3035 -5.5190 1.9061 0.05 0.00 0.09 0.125
H -2.2847 -5.1204 3.6238 0.01 0.00 -0.01 0.475
H -1.1719 -6.3420 2.9903 0.00 0.01 0.00 0.351
N 0.5219 3.2771 0.7685 0.43 -0.21 0.30 0.107
C 1.5414 3.8138 0.6991 -0.27 0.20 -0.29 -0.765
N 2.7078 4.4618 0.5658 0.06 -0.14 0.15 0.629
C 2.9343 5.5985 1.4623 -0.03 0.01 -0.11 -0.628
C 4.4300 5.8577 1.5561 0.00 -0.04 -0.02 -0.769
C 5.0128 6.0933 0.1626 -0.02 0.02 -0.02 -0.898
C 4.6874 4.9242 -0.7671 0.00 -0.02 0.05 -0.556
C 3.1895 4.6687 -0.8016 -0.06 0.11 0.01 0.061
H 2.4924 5.3658 2.4291 0.03 -0.03 0.03 0.498
H 2.4216 6.4869 1.0671 -0.01 -0.02 0.03 0.201
H 4.9095 4.9870 2.0134 0.00 0.02 0.01 0.318
H 4.6128 6.7168 2.2052 0.00 0.01 -0.02 0.373
H 6.0922 6.2509 0.2173 0.01 -0.01 0.01 0.376
H 4.5763 7.0096 -0.2518 0.02 -0.01 0.00 0.361
H 5.1889 4.0179 -0.4146 0.00 0.00 0.00 0.201
H 5.0432 5.1236 -1.7805 0.00 0.02 -0.01 0.362
H 2.9440 3.7877 -1.3871 -0.01 -0.09 -0.02 -0.291
H 2.6696 5.5267 -1.2513 -0.03 -0.01 0.00 0.350
```
Forces are in eV/Å.

Summary:
HOMO energy = -0.0333 Ha
Multiplicity = 1
Net charge = -2

---

No. 3
A molecular structure, C16H28BBrF9N3O10Si2 at a distorted geometry. Source: the OMol25 dataset; level of theory: wB97M-V/def2-TZVPD.

The geometry in XYZ format:
```
70
Properties=species:S:1:pos:R:3:forces:R:3:nbo_charge:R:1
C -4.8072 -4.6965 -2.0773 0.46 0.09 1.01 -0.646
C -3.9883 -3.6350 -1.2102 -0.77 -1.14 0.09 -0.074
O -4.0895 -2.2966 -1.7593 1.70 -0.69 0.17 -0.543
C -2.7157 -1.8319 -1.9060 -0.47 -0.17 0.50 -0.585
Si -2.6357 0.0267 -2.3250 -1.03 1.18 -0.85 1.853
N -3.7308 0.4591 -3.6685 1.81 -0.12 0.43 -1.252
Br -3.4289 1.1181 -0.4745 0.61 -0.47 -0.86 -0.323
O -1.0887 0.5871 -2.7821 -0.19 -1.84 1.43 -1.224
Si 0.2017 -0.2838 -2.0735 0.39 1.49 0.03 1.449
N 1.6172 0.8325 -1.8965 -0.62 -1.07 1.72 -0.887
C 1.4873 1.3552 -0.7764 -1.02 1.50 -2.57 0.843
O 1.1769 2.1140 0.0473 0.82 -0.67 1.03 -0.482
B 0.6969 -1.9249 -3.0534 0.43 -1.13 -1.95 0.619
N 0.2491 -1.9842 -4.4674 -1.04 -1.53 2.20 -1.057
O 1.4049 -3.0288 -2.4899 -1.46 0.86 -0.13 -0.925
H -4.0746 -5.4510 -2.4883 -0.98 0.86 0.09 0.206
H -5.4040 -4.1853 -2.8720 0.59 -0.53 0.65 0.234
H -5.4869 -5.2545 -1.3761 0.48 0.51 -0.88 0.217
H -2.9291 -4.0152 -1.1738 -0.87 0.70 -0.09 0.164
H -4.3461 -3.6297 -0.1380 0.22 0.16 -1.13 0.188
H -2.2438 -2.4914 -2.6909 0.04 0.65 0.78 0.193
H -2.2371 -1.9545 -0.8838 0.00 0.05 -1.28 0.224
H -3.4043 1.4055 -3.9305 -0.56 -0.35 0.07 0.386
H -3.4323 -0.1111 -4.4778 -0.44 0.20 0.38 0.376
H -0.2156 -0.6535 -0.7017 -0.11 0.09 0.11 -0.213
H 0.2308 -2.9759 -4.7591 0.48 0.62 -0.26 0.378
H -0.7511 -1.7283 -4.4690 0.73 0.62 -0.54 0.382
H 0.7078 -3.6868 -2.2886 0.80 0.07 -0.10 0.498
C -1.3078 5.3578 3.0433 -0.01 -0.32 -0.06 -0.636
C -2.6252 5.9105 3.5477 0.62 0.45 0.02 -0.080
O -3.7067 5.0140 3.2437 -0.55 -0.54 0.21 -0.474
C -3.8605 3.9744 4.0722 0.86 1.08 0.02 0.695
O -3.1671 3.7499 5.0242 -0.42 -0.37 -0.16 -0.547
C -5.0718 3.1390 3.6532 -1.24 -1.04 -0.49 0.898
F -5.0975 2.9135 2.3282 0.31 0.25 0.25 -0.306
F -6.2295 3.7502 3.9665 0.48 0.22 0.09 -0.308
F -5.0971 1.9393 4.2487 0.41 0.47 0.07 -0.302
H -1.3710 5.1293 1.9772 0.00 0.14 0.02 0.221
H -0.5021 6.0753 3.2048 -0.07 0.00 0.00 0.226
H -1.0498 4.4291 3.5536 -0.01 0.12 0.07 0.212
H -2.8473 6.8492 3.0391 -0.27 -0.21 -0.07 0.200
H -2.5902 6.1241 4.6178 -0.11 -0.24 -0.03 0.200
C 0.0377 1.5541 3.6589 0.29 -0.23 0.00 -0.640
C -0.0052 2.2673 4.9961 -0.48 0.23 -0.58 -0.090
O 0.5844 1.4559 6.0263 0.58 -0.19 0.53 -0.476
C 1.9211 1.4716 6.0916 -0.88 0.71 -0.84 0.689
O 2.6328 2.1002 5.3614 0.26 -0.34 0.45 -0.535
C 2.4047 0.6057 7.2571 0.55 -0.98 1.08 0.898
F 1.7741 -0.5824 7.3057 -0.03 0.37 -0.28 -0.309
F 2.1896 1.2084 8.4417 -0.11 0.17 -0.43 -0.309
F 3.7164 0.3434 7.1862 -0.37 0.33 -0.32 -0.302
H -0.4317 0.5708 3.7347 -0.13 0.12 0.02 0.215
H -0.4796 2.1358 2.8942 0.01 -0.02 0.05 0.223
H 1.0662 1.3923 3.3311 -0.05 0.14 -0.03 0.224
H -1.0425 2.4365 5.2867 0.15 -0.17 0.27 0.217
H 0.4800 3.2444 4.9482 0.20 -0.18 0.10 0.196
C 3.9431 -1.9890 -4.3776 0.05 -0.36 -0.09 -0.647
C 5.3078 -1.3890 -4.1070 -0.62 0.49 -0.03 -0.079
O 6.2846 -2.4192 -3.8825 0.62 -0.44 -0.17 -0.477
C 6.7880 -2.9988 -4.9794 -0.92 1.05 0.12 0.689
O 6.4778 -2.7195 -6.1020 0.42 -0.44 0.10 -0.534
C 7.8439 -4.0369 -4.5930 0.98 -1.17 0.34 0.898
F 7.4377 -4.8247 -3.5803 -0.19 0.36 -0.23 -0.309
F 8.9886 -3.4509 -4.1943 -0.40 0.23 -0.14 -0.309
F 8.1562 -4.8485 -5.6117 -0.35 0.47 0.05 -0.302
H 3.6551 -2.6657 -3.5710 0.01 0.15 0.05 0.227
H 3.1889 -1.2052 -4.4694 0.08 0.02 0.00 0.222
H 3.9453 -2.5746 -5.2989 0.01 0.15 -0.03 0.222
H 5.2710 -0.7910 -3.1958 0.23 -0.24 0.06 0.199
H 5.6244 -0.7261 -4.9146 0.11 -0.24 -0.04 0.199
```
Forces are in eV/Å.

Summary:
HOMO energy = -0.3856 Ha
Multiplicity = 1
Net charge = 0

---

No. 4
A single C19H17Cl2N3O3 molecule at a distorted geometry. Source: the OMol25 dataset; level of theory: wB97M-V/def2-TZVPD.

The geometry in XYZ format:
```
44
Properties=species:S:1:pos:R:3:forces:R:3:nbo_charge:R:1
O -1.4052 -2.6845 -0.6801 -0.13 -0.08 -0.20 -0.631
C -1.2431 -1.6797 -0.0071 0.16 -0.21 0.02 0.645
C -2.3669 -0.7960 0.3563 -0.55 0.09 -0.16 -0.310
C -3.4990 -0.8474 -0.3559 0.73 -0.20 0.11 -0.095
C -4.7186 -0.0985 -0.1285 -0.53 0.31 0.09 -0.106
C -5.8233 -0.3469 -0.9489 0.27 0.03 0.17 -0.152
C -7.0140 0.3281 -0.7734 -0.16 0.17 0.10 -0.237
C -7.1158 1.2756 0.2343 0.22 -0.19 -0.11 -0.018
Cl -8.5994 2.1273 0.4636 -0.16 0.09 0.02 0.015
C -6.0340 1.5465 1.0599 -0.08 0.03 0.01 -0.231
C -4.8491 0.8638 0.8768 -0.02 -0.14 -0.15 -0.163
N -0.0094 -1.3693 0.4985 0.11 -0.15 0.06 -0.435
C 0.4300 -0.0839 0.9741 0.11 0.50 -0.05 -0.219
C 1.3326 0.6212 -0.0614 -0.33 0.02 0.33 -0.212
N 2.4217 -0.2506 -0.4237 -0.17 -0.09 -0.03 -0.437
C 3.7309 0.0580 -0.2260 0.28 0.40 0.00 0.306
C 4.6560 -0.9269 0.1784 -0.06 0.10 -0.08 -0.280
C 5.9492 -0.6165 0.5175 0.07 0.23 -0.05 -0.162
C 6.3871 0.7077 0.4789 -0.34 -0.04 -0.12 -0.091
Cl 8.0001 1.0955 0.9541 0.19 0.05 0.05 0.017
C 5.5373 1.6936 0.0346 0.01 -0.04 0.03 -0.178
C 4.2356 1.3736 -0.3561 0.71 -1.04 0.56 -0.057
N 3.5153 2.4105 -1.0280 -0.43 0.47 -0.47 0.521
O 2.6674 2.0858 -1.8414 0.04 0.12 -0.12 -0.386
O 3.8250 3.5629 -0.7934 -0.03 0.22 0.06 -0.384
C 1.9717 -1.5410 -0.8926 -0.12 -0.32 0.14 -0.222
C 1.1059 -2.2303 0.1652 0.07 -0.31 -0.36 -0.238
H -2.2704 -0.1708 1.2289 -0.05 0.13 0.06 0.199
H -3.5138 -1.5278 -1.1989 0.05 -0.08 -0.04 0.228
H -5.7429 -1.0859 -1.7323 0.02 -0.08 -0.08 0.218
H -7.8604 0.1257 -1.4107 -0.08 0.00 -0.04 0.230
H -6.1250 2.2877 1.8384 -0.03 0.07 0.06 0.229
H -4.0155 1.0861 1.5243 0.09 0.03 0.07 0.211
H -0.4136 0.5672 1.1909 0.03 -0.03 0.03 0.218
H 1.0062 -0.2358 1.8958 -0.07 0.08 -0.04 0.195
H 1.7095 1.5330 0.4015 -0.02 -0.04 -0.07 0.213
H 0.7501 0.8920 -0.9498 0.01 0.04 0.10 0.212
H 4.3315 -1.9514 0.2641 -0.08 -0.08 0.05 0.222
H 6.6259 -1.3920 0.8394 0.07 -0.08 0.04 0.231
H 5.8640 2.7180 -0.0581 0.04 0.00 0.00 0.260
H 2.8195 -2.1611 -1.1758 -0.02 0.03 -0.02 0.217
H 1.3548 -1.3760 -1.7850 0.05 -0.10 -0.01 0.208
H 0.7033 -3.1675 -0.2211 0.11 0.10 0.09 0.256
H 1.6885 -2.4201 1.0729 0.02 0.01 -0.04 0.191
```
Forces are in eV/Å.

Summary:
SMILES = O=C(/C=C/c1ccc(Cl)cc1)N1CCN(c2ccc(Cl)cc2[N+](=O)[O-])CC1
HOMO energy = -0.3032 Ha
Multiplicity = 1
Net charge = 0

---

Number 1: HOMO-LUMO gap 11.16 eV, E_LUMO 0.8074 eV. Number 2: HOMO-LUMO gap 4.21 eV, E_LUMO 3.3073 eV. Number 3: HOMO-LUMO gap 10.16 eV, E_LUMO -0.3315 eV. Number 4: HOMO-LUMO gap 7.70 eV, E_LUMO -0.5463 eV.